# 1
A cluster of 10 separate species, C62H73ClOSi in total in a non-equilibrium geometry, computed with the ωB97M-V functional and the def2-TZVPD basis.

Results
- Highest occupied orbital energy: -9.27 eV
- Calculated total energy: -3231.1659 Eh
- Molecular weight: 897.80 g mol⁻¹
- Orbital gap: 9.5 eV

CARTESIAN COORDINATES (ANGSTROEM)
C 2.83 -3.95 2.15
O 1.53 -4.28 1.70
C 0.90 -3.18 1.01
C -0.17 -2.54 1.94
C -0.55 -1.06 1.60
C 0.67 -0.13 1.27
Si 2.05 -0.09 2.58
C 3.71 -0.17 1.62
C 4.92 -0.65 2.50
C 5.95 -1.31 1.51
Cl 7.20 -2.31 2.38
H 3.35 -4.91 2.34
H 2.84 -3.39 3.11
H 3.44 -3.39 1.41
H 1.69 -2.49 0.66
H 0.43 -3.63 0.11
H 0.07 -2.64 3.02
H -1.10 -3.14 1.79
H -1.03 -0.64 2.53
H -1.31 -0.95 0.81
H 0.31 0.90 1.02
H 1.13 -0.52 0.33
H 1.98 -1.19 3.56
H 1.94 1.17 3.35
H 3.91 0.83 1.17
H 3.53 -0.94 0.83
H 4.60 -1.35 3.30
H 5.45 0.23 2.92
H 6.51 -0.50 0.99
H 5.45 -1.89 0.71
C 3.59 4.10 0.50
C 2.43 3.71 1.16
C 2.03 4.37 2.32
C 2.79 5.42 2.81
C 3.95 5.82 2.15
C 4.35 5.16 1.00
H 3.91 3.59 -0.40
H 1.84 2.89 0.77
H 1.13 4.05 2.83
H 2.48 5.93 3.71
H 4.54 6.64 2.54
H 5.26 5.46 0.49
C 2.36 4.72 -2.72
C 2.73 3.47 -3.21
C 3.27 3.35 -4.48
C 3.45 4.49 -5.27
C 3.08 5.73 -4.78
C 2.53 5.85 -3.51
H 1.94 4.81 -1.73
H 2.60 2.59 -2.59
H 3.55 2.38 -4.86
H 3.87 4.39 -6.26
H 3.22 6.62 -5.40
H 2.24 6.83 -3.14
C -3.34 -7.43 0.39
C -2.08 -6.85 0.50
C -1.76 -6.08 1.62
C -2.70 -5.90 2.63
C -3.96 -6.49 2.52
C -4.28 -7.25 1.40
H -3.59 -8.02 -0.48
H -1.35 -6.99 -0.28
H -0.79 -5.62 1.70
H -2.45 -5.31 3.50
H -4.69 -6.35 3.31
H -5.26 -7.70 1.32
C -3.38 7.14 -5.33
C -2.15 7.27 -5.96
C -1.00 6.75 -5.37
C -1.09 6.09 -4.15
C -2.32 5.95 -3.52
C -3.47 6.48 -4.11
H -4.27 7.54 -5.80
H -2.08 7.78 -6.91
H -0.04 6.87 -5.85
H -0.20 5.68 -3.69
H -2.39 5.43 -2.58
H -4.43 6.37 -3.62
C 1.18 -6.52 -3.02
C 1.73 -5.40 -2.42
C 1.92 -4.24 -3.15
C 1.55 -4.19 -4.49
C 0.99 -5.31 -5.09
C 0.81 -6.48 -4.36
H 1.03 -7.43 -2.45
H 2.02 -5.43 -1.37
H 2.36 -3.36 -2.68
H 1.69 -3.28 -5.06
H 0.70 -5.28 -6.13
H 0.38 -7.35 -4.83
C -5.18 9.16 -8.48
C -4.88 10.10 -7.50
C -5.49 11.35 -7.52
C -6.41 11.65 -8.52
C -6.71 10.71 -9.50
C -6.09 9.47 -9.48
H -4.70 8.19 -8.46
H -4.17 9.86 -6.72
H -5.25 12.08 -6.76
H -6.88 12.63 -8.53
H -7.43 10.95 -10.27
H -6.33 8.74 -10.24
C 7.49 -3.11 -1.85
C 8.06 -1.99 -1.25
C 8.26 -0.83 -2.00
C 7.89 -0.79 -3.33
C 7.31 -1.90 -3.93
C 7.11 -3.06 -3.19
H 7.33 -4.01 -1.27
H 8.35 -2.02 -0.21
H 8.72 0.04 -1.53
H 8.04 0.12 -3.91
H 7.01 -1.87 -4.97
H 6.67 -3.93 -3.66
C -4.05 -3.24 5.17
C -2.79 -2.66 5.27
C -2.47 -1.89 6.39
C -3.40 -1.71 7.40
C -4.66 -2.29 7.29
C -4.98 -3.05 6.18
H -4.30 -3.83 4.30
H -2.06 -2.81 4.49
H -1.49 -1.43 6.47
H -3.15 -1.11 8.27
H -5.39 -2.15 8.08
H -5.97 -3.50 6.09
C -5.99 -6.59 8.46
C -7.14 -6.99 9.13
C -7.54 -6.34 10.29
C -6.79 -5.28 10.78
C -5.64 -4.87 10.11
C -5.24 -5.53 8.95
H -5.68 -7.11 7.56
H -7.73 -7.82 8.74
H -8.43 -6.66 10.81
H -7.10 -4.76 11.68
H -5.05 -4.04 10.49
H -4.34 -5.22 8.43

These are the Löwdin partial charges, in e, on atoms 1 to 6: C -0.117; O -0.214; C -0.212; C -0.189; C -0.252; C -0.329

***

# 2
A cluster of 22 separate species, C49H132O39S11 in total in a non-equilibrium geometry, computed with the ωB97M-V functional and the def2-TZVPD basis.

Results
- Highest occupied orbital energy: -9.82 eV
- Calculated total energy: -9260.2982 Eh
- Molecular weight: 1698.29 g mol⁻¹
- Orbital gap: 9.6 eV

CARTESIAN COORDINATES (ANGSTROEM)
O 0.48 -5.78 2.49
S 0.57 -6.42 1.17
O 1.50 -7.51 0.95
O -0.80 -6.90 0.68
C -2.02 -6.13 1.07
C -3.12 -6.47 0.10
C 0.95 -5.10 0.06
H -1.78 -5.05 1.02
H -2.27 -6.41 2.08
H -4.08 -6.04 0.43
H -3.22 -7.55 -0.02
H -2.70 -6.11 -0.90
H 0.17 -4.31 0.12
H 1.03 -5.51 -0.96
H 1.94 -4.73 0.33
O -6.09 -3.83 -3.10
S -5.95 -3.02 -1.90
O -5.34 -3.68 -0.79
O -5.05 -1.88 -2.28
C -4.49 -0.95 -1.29
C -4.04 0.22 -2.08
C -7.39 -2.36 -1.44
H -3.75 -1.49 -0.73
H -5.25 -0.60 -0.58
H -3.57 0.93 -1.44
H -4.85 0.69 -2.63
H -3.26 -0.02 -2.81
H -7.81 -1.62 -2.11
H -7.24 -1.90 -0.46
H -7.97 -3.26 -1.41
O 4.45 -2.95 3.52
S 3.20 -3.42 3.05
O 2.53 -2.62 2.07
O 3.41 -4.76 2.31
C 4.02 -5.91 3.07
C 4.82 -6.75 2.13
C 2.22 -3.79 4.38
H 3.14 -6.34 3.53
H 4.66 -5.48 3.85
H 5.79 -6.21 1.96
H 4.29 -6.93 1.19
H 4.99 -7.68 2.66
H 2.17 -2.79 4.76
H 2.76 -4.39 5.08
H 1.25 -4.19 4.07
O -4.28 -4.89 2.47
S -5.59 -4.82 3.08
O -5.85 -5.46 4.34
O -5.97 -3.34 3.33
C -5.62 -2.35 2.30
C -4.96 -1.13 3.01
C -6.71 -5.23 1.89
H -6.55 -2.07 1.84
H -4.93 -2.86 1.63
H -4.32 -0.68 2.22
H -4.28 -1.37 3.80
H -5.63 -0.38 3.47
H -7.75 -5.10 2.24
H -6.55 -6.26 1.67
H -6.51 -4.65 1.01
O 3.98 6.21 -6.78
S 2.91 6.69 -5.90
O 1.61 7.04 -6.42
O 2.80 5.59 -4.83
C 1.55 5.70 -3.99
C 1.26 4.36 -3.49
C 3.58 8.10 -5.11
H 0.72 6.04 -4.65
H 1.81 6.43 -3.24
H 1.12 3.69 -4.35
H 0.43 4.34 -2.78
H 2.12 3.89 -2.97
H 4.63 7.89 -4.94
H 2.97 8.48 -4.30
H 3.59 8.87 -5.89
O 2.97 1.70 -3.54
S 4.12 0.84 -3.47
O 4.35 -0.09 -4.54
O 5.27 1.88 -3.45
C 6.67 1.32 -3.53
C 7.57 2.49 -3.74
C 4.31 0.04 -1.97
H 6.72 0.68 -4.41
H 6.88 0.84 -2.60
H 8.61 2.19 -3.74
H 7.49 3.31 -3.00
H 7.42 3.00 -4.71
H 3.34 -0.44 -1.75
H 4.48 0.83 -1.24
H 5.11 -0.68 -2.03
C -3.66 4.67 -0.77
O -3.20 3.49 -0.09
H -2.91 5.11 -1.45
H -4.48 4.32 -1.44
H -3.97 5.46 -0.08
H -2.50 3.81 0.50
C 0.28 -0.48 -4.45
O -1.00 -0.45 -5.08
H 0.61 0.55 -4.20
H 0.17 -1.09 -3.56
H 1.05 -0.87 -5.08
H -1.36 0.45 -5.05
C 0.66 5.32 0.10
O -0.33 4.31 0.32
H 1.29 5.27 1.01
H 1.39 5.01 -0.68
H 0.20 6.25 -0.18
H -0.19 3.92 1.18
C 5.85 0.74 2.17
O 5.41 -0.01 3.31
H 5.21 0.56 1.27
H 5.77 1.78 2.39
H 6.88 0.53 1.86
H 5.53 -0.96 3.27
C -1.91 -3.35 -2.29
O -1.70 -4.63 -2.90
H -1.01 -3.12 -1.71
H -2.10 -2.61 -3.06
H -2.73 -3.32 -1.61
H -2.60 -4.95 -2.94
C -2.13 3.06 -4.35
O -2.58 1.70 -4.35
H -1.63 3.26 -3.40
H -1.47 3.25 -5.17
H -2.97 3.72 -4.47
H -3.36 1.57 -4.93
C 5.44 -3.26 -0.48
O 6.11 -2.90 0.79
H 5.34 -4.36 -0.54
H 4.44 -2.84 -0.60
H 6.09 -3.00 -1.34
H 5.49 -3.14 1.45
C -2.08 -3.09 4.10
O -1.25 -1.92 4.29
H -2.63 -2.96 3.14
H -1.54 -4.05 3.92
H -2.80 -3.13 4.96
H -0.92 -1.65 3.41
C -3.27 1.62 5.32
O -4.18 2.10 4.35
H -3.65 0.68 5.75
H -2.32 1.34 4.81
H -3.14 2.36 6.12
H -3.71 2.73 3.78
C 0.64 -1.52 7.36
O -0.34 -0.84 6.65
H 1.01 -0.85 8.16
H 0.37 -2.49 7.81
H 1.51 -1.78 6.74
H -0.62 -1.37 5.89
C -2.83 5.12 3.15
O -2.50 3.78 2.75
H -2.45 5.31 4.16
H -2.42 5.89 2.49
H -3.89 5.24 3.16
H -1.66 3.40 2.97
C 5.04 6.07 -0.05
C 5.44 5.81 -1.54
C 4.55 4.65 -1.92
S 4.71 3.49 -0.46
O 5.85 2.60 -0.65
O 3.47 2.88 0.02
C 5.24 4.80 0.64
H 4.02 6.42 -0.04
H 5.66 6.87 0.35
H 6.48 5.53 -1.64
H 5.26 6.65 -2.24
H 4.83 4.14 -2.85
H 3.47 4.87 -1.95
H 6.29 4.67 0.84
H 4.69 4.68 1.54
C 0.85 1.10 -0.94
C -0.63 1.46 -1.20
C -1.32 1.20 0.13
S -0.75 -0.47 0.53
O -1.71 -1.40 -0.09
O -0.48 -0.75 1.95
C 0.79 -0.38 -0.45
H 1.18 1.70 -0.08
H 1.54 1.31 -1.79
H -0.94 0.76 -1.99
H -0.67 2.49 -1.55
H -2.39 1.20 0.15
H -0.93 1.88 0.88
H 0.73 -1.10 -1.28
H 1.59 -0.66 0.22
C 3.32 -4.24 -5.53
C 1.98 -4.81 -5.15
C 1.21 -3.93 -4.25
S 2.56 -3.23 -3.19
O 2.93 -4.29 -2.27
O 2.34 -1.93 -2.67
C 3.72 -3.09 -4.49
H 3.33 -3.85 -6.54
H 4.10 -5.00 -5.58
H 2.26 -5.67 -4.52
H 1.41 -5.15 -6.04
H 0.41 -4.47 -3.79
H 0.79 -3.12 -4.85
H 4.72 -3.29 -4.13
H 3.73 -2.09 -4.90
C 2.28 0.70 2.71
C 1.55 -0.07 3.88
C 0.44 0.91 4.47
S 0.86 2.52 3.85
O 0.88 3.53 4.84
O 0.08 2.79 2.63
C 2.50 2.12 3.14
H 1.56 0.69 1.91
H 3.24 0.20 2.44
H 2.28 -0.29 4.67
H 1.02 -0.99 3.61
H 0.35 1.05 5.55
H -0.53 0.66 4.04
H 3.30 2.24 3.91
H 2.76 2.86 2.37
C -5.99 2.90 1.92
C -7.13 3.71 1.25
C -8.35 2.80 1.24
S -7.66 1.18 0.79
O -7.91 0.98 -0.63
O -8.08 0.13 1.69
C -5.93 1.59 1.12
H -6.22 2.72 2.94
H -5.00 3.39 1.89
H -6.80 3.96 0.21
H -7.24 4.65 1.79
H -9.13 3.10 0.49
H -8.81 2.69 2.22
H -5.55 1.78 0.11
H -5.39 0.79 1.56

These are the Löwdin partial charges, in e, on atoms 1 to 6: O -0.318; S 0.579; O -0.280; O -0.248; C -0.230; C -0.055

***

# 3
A cluster of 2 separate species, C5H14N2O2 in total in a non-equilibrium geometry, computed with the ωB97M-V functional and the def2-TZVPD basis.

Results
- Highest occupied orbital energy: -9.00 eV
- Calculated total energy: -458.7079 Eh
- Energy relative to the best compared isomer or geometry (same formula, charge and spin): 6.251 eV
- Molecular weight: 134.18 g mol⁻¹
- Orbital gap: 9.9 eV

CARTESIAN COORDINATES (ANGSTROEM)
C -2.65 -1.39 0.39
C -2.23 -2.60 1.09
O -1.71 -0.43 1.45
O -1.66 0.99 1.36
H -0.77 1.15 0.95
H -3.67 -1.05 0.58
H -2.25 -1.20 -0.60
H -3.04 -3.24 1.44
H -1.74 -1.94 2.01
H -1.41 -3.13 0.62
C 2.68 1.14 -1.44
C 1.16 -0.72 -0.49
C 1.49 0.74 -0.60
N 1.06 2.90 0.05
N 0.75 1.57 0.03
H 1.51 3.28 -0.78
H 0.24 3.44 0.30
H 2.39 1.82 -2.24
H 3.42 1.66 -0.82
H 0.90 -1.12 -1.48
H 2.04 -1.27 -0.14
H 3.15 0.27 -1.89
H 0.34 -0.87 0.20

These are the Löwdin partial charges, in e, on atoms 1 to 6: C -0.111; C -0.125; O -0.304; O -0.098; H 0.023; H 0.104

***

# 4
A structure of composition C13H16BrI2N2O3ReS2 in a non-equilibrium geometry, computed with the ωB97M-V functional and the def2-TZVPD basis.

Results
- Expectation value of S²: 3.773
- Highest occupied orbital energy (alpha / beta): -10.00 / -10.51 eV
- Calculated total energy: -4884.1249 Eh
- Molecular weight: 832.33 g mol⁻¹
- Multiplicity: 4
- Orbital gap (alpha / beta): 6.6 / 5.9 eV
- Net charge: +1

CARTESIAN COORDINATES (ANGSTROEM)
Re 0.17 -0.35 -0.39
I 1.45 1.48 1.29
C 0.34 1.42 3.16
I -1.73 1.81 2.98
H 0.79 2.19 3.77
H 0.48 0.43 3.58
C -2.02 -3.94 1.75
C -1.45 -2.96 0.76
S -0.49 -1.69 1.45
C -1.68 -3.05 -0.57
C -2.56 -4.12 -1.15
S -0.94 -1.97 -1.71
H -1.64 -3.74 2.75
H -1.76 -4.96 1.48
H -3.11 -3.87 1.78
H -3.47 -4.23 -0.57
H -2.05 -5.09 -1.14
H -2.82 -3.89 -2.18
Br 1.56 0.87 -5.11
C 3.17 0.39 -4.25
C 4.33 0.44 -5.00
C 5.54 0.08 -4.45
C 5.61 -0.38 -3.14
C 4.46 -0.47 -2.39
C 3.22 -0.08 -2.92
C 2.07 -0.16 -2.01
O 1.08 0.64 -2.08
O 2.04 -1.00 -1.06
H 4.28 0.77 -6.03
H 6.44 0.13 -5.05
H 6.56 -0.65 -2.69
H 4.48 -0.83 -1.37
N -3.50 1.51 -1.44
C -2.18 1.43 -1.27
N -1.39 2.21 -2.02
O -1.75 0.65 -0.37
H -3.91 2.16 -2.09
H -4.11 0.98 -0.84
H -1.77 2.73 -2.80
H -0.40 2.04 -2.06

These are the Löwdin partial charges, in e, on atoms 1 to 6: Re 0.899; I 0.977; C -1.075; I 0.804; H -0.032; H -0.037

***

# 5
The ion C2H2N3O3 with charge +1 in a non-equilibrium geometry, computed with the ωB97M-V functional and the def2-TZVPD basis.

Results
- Highest occupied orbital energy: -17.09 eV
- Calculated total energy: -466.8130 Eh
- Energy relative to the best compared isomer or geometry (same formula, charge and spin): 8.863 eV
- Molecular weight: 116.06 g mol⁻¹
- Orbital gap: 9.8 eV
- Net charge: +1

CARTESIAN COORDINATES (ANGSTROEM)
C 1.09 1.22 1.24
C 0.24 0.10 0.30
N 1.78 1.77 1.95
N 1.08 -1.00 -0.40
N -0.99 0.33 -0.08
O 1.07 -2.04 0.17
O 1.59 -0.73 -1.42
O -1.57 -0.28 -1.06
H -1.66 0.85 0.45
H -2.63 -0.22 -1.15

These are the Löwdin partial charges, in e, on atoms 1 to 6: C -0.025; C 0.107; N 0.217; N -0.370; N 0.069; O 0.200

***

# 6
A structure of composition C15H19F6I2N2O6S2Si in a non-equilibrium geometry, computed with the ωB97M-V functional and the def2-TZVPD basis.

Results
- Highest occupied orbital energy: -6.61 eV
- Calculated total energy: -3424.4418 Eh
- Energy relative to the best compared isomer or geometry (same formula, charge and spin): 0.000 eV
- Molecular weight: 783.34 g mol⁻¹
- Orbital gap: 7.9 eV
- Net charge: -1

CARTESIAN COORDINATES (ANGSTROEM)
C 1.10 2.74 -1.07
C 2.24 1.77 -0.62
Si 2.40 0.22 -1.63
C 0.93 -0.89 -1.33
C -0.39 -0.58 -2.00
C -0.48 0.23 -3.13
C -1.71 0.53 -3.71
C -2.89 0.01 -3.17
C -2.80 -0.80 -2.06
C -1.57 -1.12 -1.47
C -1.61 -2.01 -0.26
O 2.67 0.55 -3.29
N 2.90 1.92 -3.62
O 3.98 2.26 -3.36
C 3.90 -0.82 -1.04
I 5.54 0.33 -0.32
C 4.27 -1.78 -2.19
C 5.36 -1.35 -3.14
I 4.80 -3.74 -1.41
H 0.60 2.43 -1.98
H 0.38 2.87 -0.28
H 1.52 3.72 -1.26
H 3.16 2.34 -0.58
H 2.04 1.48 0.41
H 0.78 -0.82 -0.25
H 1.22 -1.93 -1.50
H 0.40 0.65 -3.57
H -1.74 1.16 -4.58
H -3.83 0.26 -3.63
H -3.70 -1.21 -1.63
H -2.23 -2.89 -0.43
H -0.63 -2.30 0.10
H -2.07 -1.44 0.54
H 3.51 -1.44 -0.24
H 3.38 -1.98 -2.78
H 6.33 -1.36 -2.67
H 5.15 -0.38 -3.58
H 5.41 -2.07 -3.96
C -1.62 2.16 3.86
F -1.09 2.80 2.81
F -0.61 1.60 4.54
F -2.19 3.07 4.65
S -2.83 0.90 3.28
O -2.04 0.00 2.49
O -3.83 1.66 2.59
N -3.23 0.37 4.71
S -4.31 -0.79 4.82
O -3.89 -2.07 4.34
O -5.66 -0.39 4.52
C -4.26 -0.93 6.66
F -4.62 0.22 7.25
F -3.04 -1.26 7.09
F -5.11 -1.88 7.05

These are the Löwdin partial charges, in e, on atoms 1 to 6: C -0.120; C -0.298; Si 0.482; C -0.160; C -0.209; C -0.069